(1)
The following is a DFT calculation (ωB97M-V with the def2-TZVPD basis set) of a molecular structure, C5H20BeN10O9S.

Output
- HOMO: -6.221 eV
- ΔE to the lowest compared entry with this formula, charge and spin: 81.77 kcal/mol
- LUMO: -0.34 eV
- DFT total energy: -1840.20197 Ha

The geometry in XYZ format:
```
46
Properties=species:S:1:pos:R:3:forces:R:3
S -0.078 0.568 3.514 2.0579 1.1137 4.3946
O -1.109 1.495 3.934 -1.4473 0.9411 -0.3462
O 0.747 1.042 2.431 2.9880 3.1934 -3.8482
O -0.618 -0.566 2.845 -4.0940 -5.8208 -3.1677
O 0.557 -1.981 -1.057 -0.3496 0.9196 2.3071
O 2.163 -1.046 1.200 -0.3951 -0.7788 -0.0389
O -2.170 -1.769 0.227 -0.0891 -0.8011 1.3501
O 0.744 0.179 4.669 -0.2429 0.0958 -0.4469
O 1.096 1.266 -1.136 -0.7169 -0.8357 0.3731
O -1.438 1.895 0.300 1.7992 -1.0502 -0.7016
N -3.508 2.569 -0.203 -1.6512 2.1989 -3.5353
N 2.895 2.485 -1.532 4.9349 2.3526 3.0950
N 1.834 -2.813 -2.683 3.8868 -3.4838 -0.6462
N 4.054 -0.748 0.046 1.7988 -2.9495 -2.1615
N 0.295 -1.457 -3.171 -3.2916 3.1841 -2.7068
N -4.127 -2.748 0.556 -4.7565 -2.9903 -2.8916
N 1.670 2.030 -3.163 -0.6384 0.5171 -5.4944
N -3.226 1.544 1.675 -0.4615 -0.5234 0.5649
N 3.392 0.817 1.290 0.4022 4.3580 2.2937
N -3.176 -2.055 2.303 1.5552 0.3345 1.7325
C -3.061 -2.259 1.019 4.1876 4.3987 -1.4190
C 0.880 -2.089 -2.226 -0.7228 0.4887 2.2153
C 1.839 1.889 -1.902 -3.7770 -2.7351 2.6302
C -2.625 1.994 0.572 0.2921 -1.6558 2.3439
C 3.181 -0.404 0.960 -2.8305 -0.4840 -0.9536
Be -0.149 -0.177 0.407 0.6346 0.3595 2.6895
H -4.470 2.261 -0.229 0.3264 0.2399 0.0642
H 4.265 1.237 1.004 -0.4398 0.2432 0.6328
H 2.700 1.261 1.876 -0.2899 0.3047 0.5463
H -0.354 -0.777 -2.800 -0.2315 0.0598 -0.8776
H 2.319 -3.409 -2.027 -0.0716 -0.1525 -0.3983
H 1.793 -3.031 -3.668 0.5700 -0.3596 0.4426
H 0.840 1.861 -3.712 0.2866 -0.0555 0.4802
H 2.466 2.516 -3.551 -0.9023 -0.1928 -1.1081
H 3.851 -1.683 -0.276 0.9788 0.1326 -0.4286
H -4.177 1.876 1.749 0.3674 -0.2260 0.7462
H -4.230 -2.918 -0.434 -0.2935 0.0972 0.4116
H 3.422 3.080 -2.156 -0.0225 -0.0958 0.6477
H -4.867 -2.791 1.243 -0.4281 -0.5646 -1.1455
H -4.010 -2.395 2.760 0.9016 0.2334 0.5792
H 4.889 -0.202 -0.112 -0.1210 -0.8360 -0.2205
H -3.134 3.012 -1.030 -0.2892 -0.2555 -0.0159
H -2.692 1.297 2.496 0.5207 -0.0645 0.5113
H 0.516 -1.577 -4.149 -0.2709 0.4557 0.3912
H -2.329 -1.674 2.701 0.2262 0.5353 1.2213
H 3.141 2.397 -0.557 0.1096 0.1538 -0.1123
```
Positions in Å, forces in eV/Å.



(2)
The following is a DFT calculation (ωB97M-V with the def2-TZVPD basis set) of 2 unconnected molecules or ions with the total composition C7H13Cl2.

Output
- HOMO (spin up / spin down): -6.916 / -10.240 eV
- ⟨S²⟩: 0.754
- ΔE to the lowest compared entry with this formula, charge and spin: 0.00 kcal/mol
- LUMO (spin up / spin down): -1.10 / -1.10 eV
- DFT total energy: -1194.78224 Ha
- Multiplicity: 2

The geometry in XYZ format:
```
22
Properties=species:S:1:pos:R:3:forces:R:3
Cl -2.936 -1.095 3.108 -0.1214 0.2622 0.1346
Cl -3.677 0.560 3.959 0.1171 -0.2543 -0.1337
C -0.168 -1.797 0.347 -0.1504 -0.8297 0.2094
C 0.505 -0.751 -0.481 -0.0972 0.7984 0.0387
C -0.524 0.276 -1.082 0.2250 -0.8715 -0.0118
C 1.458 -1.309 -1.492 0.1675 -0.3738 -0.1625
C 0.067 1.260 -0.160 -0.0343 0.6465 -0.0308
C -0.223 2.668 0.041 -0.3904 0.7998 0.4203
C 1.121 0.399 0.401 0.0908 -0.9362 -0.1662
H 1.947 -0.491 -2.042 -0.0681 -0.3275 0.0562
H 2.166 0.636 0.127 -0.2526 0.0455 0.2456
H 0.127 2.984 1.035 -0.1032 0.0871 -0.2487
H -0.377 0.449 -2.164 -0.2180 0.0462 0.2586
H -1.313 2.835 -0.013 0.3033 0.1486 -0.0164
H 0.901 -1.948 -2.197 0.3634 0.1198 0.0796
H -0.764 -2.464 -0.285 0.0330 -0.0092 0.0498
H 1.044 0.172 1.476 0.2435 0.2538 -0.1039
H -1.565 -0.019 -0.874 0.0764 0.2318 -0.2733
H 0.253 3.331 -0.704 -0.0965 -0.0958 0.0947
H -0.837 -1.377 1.102 0.0606 0.1518 -0.0849
H 0.575 -2.409 0.871 -0.0504 -0.0136 0.0042
H 2.221 -1.911 -0.972 -0.0981 0.1201 -0.3595
```
Positions in Å, forces in eV/Å.



(3)
The following is a DFT calculation (ωB97M-V with the def2-TZVPD basis set) of a molecular structure, C12H28F6FeN8O8.

Output
- Net charge: +1
- HOMO (spin up / spin down): -11.600 / -11.307 eV
- ⟨S²⟩: 8.757
- LUMO (spin up / spin down): -1.96 / -3.35 eV
- DFT total energy: -3376.82459 Ha
- Multiplicity: 6

The geometry in XYZ format:
```
63
Properties=species:S:1:pos:R:3:forces:R:3
Fe -0.076 0.594 0.261 0.0267 -0.1913 -0.5090
F 2.382 -0.351 4.457 -0.9962 -0.3778 -1.1287
F -2.411 3.834 -2.724 0.1068 -1.0925 -0.0941
F 2.339 -2.497 4.375 -0.6073 0.5542 -0.7868
F -1.581 3.226 -4.652 -0.9702 -1.4330 0.6606
F -0.311 3.736 -3.118 1.3974 0.6558 1.1680
F 0.525 -1.430 4.858 0.2080 0.3361 -0.7925
O 0.210 -2.369 2.126 0.8935 -0.8520 1.7115
O -0.058 0.972 -3.250 0.5620 2.1209 0.2618
O 1.564 1.364 -0.576 0.4514 0.0606 0.1250
O 0.916 -0.279 1.801 -0.0290 0.2980 1.2277
O -1.132 1.350 -1.317 -0.5455 1.5581 -1.2198
O -0.214 2.358 1.310 -0.4028 -1.4570 -1.9729
O -0.022 -1.241 -0.775 -0.6590 0.0519 -0.5607
O -1.852 0.056 1.166 2.7196 1.6818 -1.4122
N 2.232 2.780 -2.162 0.1809 1.4146 -4.1560
N -3.913 0.409 2.110 0.2533 2.3675 -0.4335
N -1.182 3.972 2.496 -2.5277 1.5586 -0.2262
N 0.855 3.472 2.866 4.8153 1.5280 2.8489
N -3.156 -1.566 1.931 0.2518 -3.9466 0.3117
N 1.579 -2.800 -1.128 1.8996 0.7242 1.5777
N -0.212 -3.022 -2.208 -4.2608 0.2471 -2.5502
N 2.905 3.077 -0.146 2.5957 2.4201 3.5577
C -2.852 -0.324 1.677 -3.4095 -0.0377 1.6632
C 1.246 -1.453 2.494 -0.6426 1.3234 -3.1376
C 1.593 -1.385 4.032 0.4060 -0.5525 1.4342
C -0.893 -4.415 1.991 -0.3555 -1.0432 0.4098
C 0.432 -3.794 2.377 -0.8412 0.7487 -0.4769
C 1.255 -0.480 -4.627 0.2558 0.5702 0.5257
C -0.121 0.154 -4.361 0.6235 -1.4334 -1.2114
C 2.195 2.400 -0.945 -3.0194 -4.4298 -0.0770
C -0.157 3.252 2.124 -1.3630 -1.8813 -0.2371
C -1.446 3.085 -3.294 0.7151 0.3354 -0.1468
C -1.253 1.583 -2.722 0.5805 -2.4156 1.8080
C 0.387 -2.249 -1.353 2.2901 -0.3733 1.5723
H -0.798 -0.672 -4.144 -0.5696 -0.0073 -0.2989
H 3.064 2.685 0.771 0.2238 0.4491 -0.1645
H 3.466 3.803 -0.569 0.2328 -0.0567 0.9526
H -4.678 -0.040 2.593 0.2778 0.6488 -0.1220
H -0.991 4.675 3.195 -1.1160 -0.1464 -0.2110
H 1.620 2.836 3.042 -0.2775 -0.0081 -0.4569
H -3.870 1.410 1.988 -0.4401 -0.2833 0.0662
H 1.539 -1.169 -3.831 0.0293 -0.0272 0.0028
H -2.059 0.953 -3.096 -0.5873 0.3351 -0.1468
H -1.677 -4.267 2.734 0.1391 0.3464 0.2991
H 0.704 -4.054 3.400 -0.2723 0.4325 0.2262
H -2.095 3.672 2.184 0.1340 0.6970 0.0942
H 0.083 -3.929 -2.538 -0.0437 0.4699 0.2488
H 1.918 -3.529 -1.739 0.3416 0.3377 0.6081
H -4.074 -1.763 2.303 0.5748 -0.3759 -0.0444
H -0.792 -5.501 1.976 0.0884 -0.1242 -0.2062
H 2.781 3.602 -2.370 -0.2891 -0.2118 -0.3878
H 1.677 2.387 -2.909 -0.2830 -0.2534 0.3629
H -1.334 -4.111 1.042 0.5345 0.1986 -0.2024
H -2.423 -2.252 2.048 -0.0439 0.0174 -0.2447
H 1.999 0.315 -4.657 0.1213 0.0840 0.1288
H -0.363 0.645 -5.304 -0.6429 0.3462 0.1547
H 2.156 -1.774 1.987 0.6417 -0.5865 0.5629
H 2.069 -2.416 -0.333 0.5191 -0.4027 -0.3539
H 0.754 4.252 3.501 0.6614 -0.4403 0.1594
H 1.355 -0.974 -5.593 -0.4878 -0.1172 0.0535
H 1.250 -4.205 1.784 0.1154 0.3189 -0.4583
H -1.060 -2.599 -2.559 -0.1849 -0.6789 -0.3566
```
Positions in Å, forces in eV/Å.